Record 1
C23H22AuGeN2O3 as an isolated structure. Source: the Open Molecules 2025 dataset; level of theory: ωB97M-V with the def2-TZVPD basis set.

Geometry as XYZ:
```
52
C23H22AuGeN2O3 | the Open Molecules 2025 dataset | ωB97M-V with the def2-TZVPD basis set
C -0.517 -4.322 -0.851
H -1.107 1.020 -3.026
N 0.787 1.846 -2.664
O -0.232 -0.336 -5.301
C -2.256 2.447 -0.646
H -4.231 2.354 -1.481
C -1.222 1.731 -0.063
H -0.754 -4.651 -1.855
H -4.474 -0.075 -1.074
H -0.521 -2.251 -1.387
C 0.116 -0.197 2.920
H 3.089 4.213 -2.614
H -1.394 -1.070 5.841
O 1.394 -0.434 -3.764
H 1.518 1.418 2.729
C 1.800 -0.037 0.117
H -2.132 3.503 -0.850
Ge 0.157 -0.598 0.987
Au 1.661 0.197 -1.733
C -0.319 -5.253 0.161
C -2.527 -0.275 -0.194
H 3.860 2.025 -3.527
C 0.132 -3.464 1.704
C 1.441 2.963 -3.007
C -0.214 1.333 -3.579
H 0.188 -5.544 2.226
C -0.396 -2.967 -0.581
C 0.828 1.233 4.746
C -3.431 1.800 -1.006
C 0.013 -4.822 1.437
H -0.021 0.814 6.673
C 0.335 0.089 -4.305
H -0.512 2.087 -4.305
C 0.875 0.867 3.407
C -3.566 0.438 -0.780
C -0.703 -0.881 3.819
H -2.640 -1.341 -0.032
H 2.606 0.353 0.744
H 1.426 2.065 5.100
H 0.409 -3.142 2.702
H -0.411 -6.311 -0.050
H -0.294 2.240 0.172
H -1.326 -1.696 3.468
O 1.057 3.794 -3.838
C 0.017 0.534 5.628
C -0.751 -0.524 5.160
C 2.761 3.228 -2.273
N 3.718 2.153 -2.533
C -1.344 0.362 0.172
C -0.086 -2.519 0.704
H 2.579 3.272 -1.195
H 4.614 2.329 -2.100
```

Output
LUMO (spin up / spin down)   2.35 / 2.35 eV
Charge   -1
E_HOMO (spin up / spin down)   -4.92 / -4.92 eV
HOMO-LUMO gap (spin up / spin down)   7.268 / 7.265 eV



Record 2
C23H22AuN6OSeSi as an isolated structure. Source: the Open Molecules 2025 dataset; level of theory: ωB97M-V with the def2-TZVPD basis set.

Geometry as XYZ:
```
55
C23H22AuN6OSeSi | the Open Molecules 2025 dataset | ωB97M-V with the def2-TZVPD basis set
H 1.104 -5.090 -2.744
C -1.544 2.943 -0.714
H -1.319 -3.820 1.814
N 2.744 -0.506 0.051
H 2.224 -4.306 0.670
N 3.144 1.763 0.465
C 3.232 -1.586 -0.473
H 0.845 -4.998 1.507
H 4.788 -2.654 -1.531
C 0.856 -4.080 -2.407
H -1.063 5.145 -2.121
N -5.266 8.641 -0.738
H 1.756 -3.464 -2.467
N -0.497 -0.652 1.085
H 0.139 -3.647 -3.107
H -5.135 5.463 0.663
H -1.878 -5.303 0.218
C 3.535 0.615 -0.047
H 1.590 -5.879 0.170
H -1.462 -0.274 4.259
N -0.267 -2.457 -0.293
N 5.465 1.763 -0.759
C -1.394 -5.212 -0.758
H 6.245 -0.630 -1.774
C 5.290 -0.607 -1.266
H -2.138 -4.827 -1.459
Si 0.106 -4.064 -0.688
H -1.108 -6.217 -1.083
O 1.093 0.762 -2.238
H 0.074 1.569 3.358
H -1.351 2.004 2.411
C -3.855 6.472 -0.733
H -1.888 -2.731 3.972
H -3.781 3.390 0.667
H -2.412 7.226 -2.132
C -0.437 1.407 2.408
Au 0.212 0.315 -0.656
Se 4.426 2.923 0.103
C -1.261 -0.772 3.320
C -3.487 4.234 0.059
C -1.954 5.226 -1.514
C -0.623 -1.998 0.885
C -0.750 -0.055 2.255
C -2.706 6.384 -1.520
C -1.479 -2.149 3.153
C -4.638 7.676 -0.736
C 1.308 -4.883 0.524
C -1.163 -2.762 1.967
H 2.592 -2.459 -0.426
C 4.501 -1.691 -1.131
C -4.242 5.390 0.056
H 0.199 1.767 1.605
C -0.861 1.946 -0.694
C -2.329 4.132 -0.723
C 4.818 0.615 -0.712
```

Output
LUMO (spin up / spin down)   1.28 / 1.28 eV
Charge   -1
E_HOMO (spin up / spin down)   -4.54 / -4.53 eV
HOMO-LUMO gap (spin up / spin down)   5.820 / 5.817 eV



Record 3
C23H22BCeN12 as an isolated structure. Source: the Open Molecules 2025 dataset; level of theory: ωB97M-V with the def2-TZVPD basis set.

Geometry as XYZ:
```
59
C23H22BCeN12 | the Open Molecules 2025 dataset | ωB97M-V with the def2-TZVPD basis set
Ce -4.998 13.855 8.284
C -4.860 10.612 11.548
C -6.186 16.550 9.438
C -5.782 16.372 4.689
H -8.651 14.648 7.317
N -0.683 15.211 7.384
N -6.645 15.054 6.266
C -3.460 11.584 6.105
H -6.100 16.361 8.354
N -2.696 15.044 8.365
H -7.638 18.543 11.502
H -0.153 16.846 8.555
H -5.806 17.111 3.856
C -6.321 16.891 12.003
C -7.004 17.747 11.162
C -7.886 10.618 6.982
C -4.703 11.605 12.493
N -5.276 14.946 6.329
H -2.288 16.711 9.689
C -4.288 14.043 12.889
C -4.397 12.869 12.029
H -2.565 10.060 4.843
N -6.320 12.095 7.584
N -5.421 15.744 10.141
H -9.355 12.188 6.575
C -4.711 10.843 10.189
H -3.650 15.781 5.229
C -6.939 15.931 5.350
N -7.374 12.775 7.131
H -7.966 16.179 5.070
N -4.389 12.079 9.737
H -6.396 17.062 13.103
H -5.944 9.968 7.696
H -4.409 11.128 6.283
C -4.736 15.691 5.315
H -0.132 13.319 5.699
C -1.066 12.771 5.861
C -8.363 11.906 6.836
H -3.819 13.960 10.320
N -6.928 17.551 9.842
H -5.193 9.607 11.916
H -8.464 9.747 6.911
N -1.286 11.642 5.209
H -4.932 10.067 9.495
C -2.010 16.043 8.872
C -1.784 14.556 7.437
N -3.240 12.729 6.818
N -0.837 16.146 8.330
C -4.613 15.332 12.580
C -5.405 15.955 11.486
H -4.817 11.441 13.521
C -1.998 13.304 6.727
H -4.032 13.889 13.916
C -2.455 11.021 5.329
B -7.555 14.260 7.278
H -4.567 15.916 13.479
H -7.100 14.458 8.451
C -4.148 13.002 10.678
C -6.632 10.759 7.494
```

Output
LUMO   -11.54 eV
Charge   +3
E_HOMO   -17.83 eV
HOMO-LUMO gap   6.289 eV



Record 4
C23H22BF3FeO2 as an isolated structure. Source: the Open Molecules 2025 dataset; level of theory: ωB97M-V with the def2-TZVPD basis set.

Geometry as XYZ:
```
52
C23H22BF3FeO2 | the Open Molecules 2025 dataset | ωB97M-V with the def2-TZVPD basis set
C 0.525 1.198 -3.607
C 1.889 -0.335 -0.789
H 2.212 0.423 -0.093
H -5.674 0.785 0.691
H 3.048 0.395 5.508
H -4.364 -2.364 -0.031
C -2.402 -1.647 -0.753
H -0.163 2.530 0.726
H -0.492 -2.177 -2.357
H -0.019 -0.477 -5.035
C -0.589 -0.094 -0.202
C 0.812 2.297 2.595
O -3.139 0.579 -0.809
C 1.795 -2.193 -2.194
C 0.562 -0.486 1.956
H 2.078 1.220 6.759
H 0.855 3.377 2.784
C 1.096 -0.097 3.254
F -0.487 -1.579 4.567
C 2.032 0.728 5.776
C 0.745 0.046 -4.466
H 2.029 -3.115 -2.735
H 1.374 -0.158 5.886
H -1.793 -2.547 -0.892
H 1.877 -0.729 3.666
C 2.179 -0.197 -4.522
C -3.711 -1.533 -0.290
H 3.906 0.936 -3.563
B -0.173 -0.426 3.988
C 0.462 -0.633 -0.991
H -1.356 0.682 -0.526
H 2.674 -0.949 -5.129
C 2.835 0.803 -3.682
H 1.960 2.550 -2.511
F -1.624 -0.009 -2.383
C -0.006 0.454 1.093
O 1.561 1.713 4.785
H -6.106 -0.564 -0.357
H 3.766 -1.453 -1.332
C -5.479 0.334 -0.301
C 2.693 -1.325 -1.464
H -0.420 1.707 -3.451
C 0.163 1.810 1.456
C 1.268 1.369 3.530
F -1.113 0.524 4.079
C -1.848 -0.314 -1.023
C -4.125 -0.204 -0.403
C 1.806 1.660 -3.117
Fe 1.535 -0.269 -2.683
H 0.559 -1.555 1.724
H -5.640 1.024 -1.144
C 0.428 -1.717 -1.987
```

Output
2S+1   5
LUMO (spin up / spin down)   0.59 / 0.00 eV
E_HOMO (spin up / spin down)   -5.25 / -7.71 eV
HOMO-LUMO gap (spin up / spin down)   5.848 / 7.717 eV